Entry 1:
This record from the OMol25 dataset describes an isolated ion of composition C2H2N3O and charge +1. The level of theory is the ωB97M-V functional and the def2-TZVPD basis.

The highest occupied orbital energy is -15.63 eV. The LUMO energy comes out at -6.4 eV. The charge is +1. Its HOMO-LUMO gap is 9.1871 eV. As for the SMILES: [H]/N=N/C=[N+]=C=O.

Each line ends with the natural charge from an NBO analysis.
CARTESIAN COORDINATES (ANGSTROEM)
H1 -1.918 0.127 2.015  0.45
N1 -1.292 0.659 1.228  -0.10
N2 -0.203 0.443 0.865  0.05
C1 0.812 0.572 0.121  0.29
N3 0.969 -0.176 -1.025  -0.52
C2 0.239 -0.971 -1.573  0.90
O1 -0.091 -1.885 -2.227  -0.34
H2 1.484 1.231 0.595  0.27

Cartesian forces (eV/Å) of the 3 atoms listed first:
H 2.6703 0.7148 -1.6498
N -3.4019 0.1545 1.2310
N -0.7613 -1.1322 0.7896

---

Entry 2:
This record from the OMol25 dataset describes an isolated ion of composition C2H2N3O and charge +1. The level of theory is the ωB97M-V functional and the def2-TZVPD basis.

The spin multiplicity is 3. The highest occupied orbital energy (alpha / beta) is -13.88 / -16.98 eV. The LUMO energy (alpha / beta) comes out at -5.1 / -10.4 eV. The charge is +1. Its HOMO-LUMO gap (alpha / beta) is 8.7972 / 6.5775 eV.

Each line ends with the natural charge from an NBO analysis.
CARTESIAN COORDINATES (ANGSTROEM)
C1 2.092 1.268 0.110  0.33
C2 2.526 -0.792 0.143  0.92
N1 2.456 2.302 -0.184  -0.13
N2 1.527 0.035 0.259  -0.46
N3 -0.054 0.045 0.181  -0.20
O1 3.444 -1.373 -0.090  -0.25
H1 -0.454 0.945 0.460  0.40
H2 -0.189 0.191 -0.845  0.40

Cartesian forces (eV/Å) of the 3 atoms listed first:
C -1.9860 -2.4571 0.8054
C -2.6617 3.1476 0.2976
N 0.9012 2.6469 -0.4962

---

Entry 3:
This record from the OMol25 dataset describes a 2-piece molecular cluster, C2H2N3O2 overall. The level of theory is the ωB97M-V functional and the def2-TZVPD basis.

The highest occupied orbital energy is -4.36 eV. The LUMO energy comes out at 3.7 eV. The charge is -1. Its HOMO-LUMO gap is 8.0287 eV.

Each line ends with the natural charge from an NBO analysis.
CARTESIAN COORDINATES (ANGSTROEM)
C1 -2.634 0.743 2.355  0.67
C2 0.438 -0.138 -0.085  -0.13
N1 -1.685 0.697 1.667  -0.86
N2 1.200 -0.954 0.495  -0.14
N3 1.407 -1.996 1.067  0.22
O1 -3.631 0.836 3.021  -0.73
O2 2.223 -2.287 1.944  -0.48
H1 0.723 0.236 -1.055  0.16
H2 -0.440 0.262 0.488  0.30

Cartesian forces (eV/Å) of the 3 atoms listed first:
C -0.4797 0.2758 -0.0340
C -0.5295 0.7299 0.7696
N 0.9532 -0.0999 -0.5236

---

Entry 4:
This record from the OMol25 dataset describes C2H2N3O2S2 as an isolated structure. The level of theory is the ωB97M-V functional and the def2-TZVPD basis.

The highest occupied orbital energy is -3.52 eV. The LUMO energy comes out at 3.2 eV. The charge is -1. Its HOMO-LUMO gap is 6.7593 eV.

Each line ends with the natural charge from an NBO analysis.
CARTESIAN COORDINATES (ANGSTROEM)
C1 1.065 -0.145 -0.545  -0.12
C2 1.257 0.867 0.448  0.02
N1 0.044 -0.880 -0.331  -0.22
N2 0.338 0.618 1.435  -0.39
N3 -0.371 -0.442 0.838  -0.24
O1 -1.813 1.377 3.253  -0.91
O2 -1.222 -0.955 3.135  -0.96
S1 2.578 2.021 0.428  -0.49
S2 -0.736 0.436 3.365  1.70
H1 1.576 -0.247 -1.555  0.20
H2 -1.110 -0.950 1.282  0.42

Cartesian forces (eV/Å) of the 3 atoms listed first:
C 2.3695 1.5371 -3.4090
C 1.5442 0.4969 1.0022
N -1.0714 -0.2154 1.7608

---

Entry 5:
This record from the OMol25 dataset describes C2H2N3O4 as an isolated structure. The level of theory is the ωB97M-V functional and the def2-TZVPD basis.

The highest occupied orbital energy is -3.95 eV. The LUMO energy comes out at 3.9 eV. The charge is -1. Its HOMO-LUMO gap is 7.8003 eV.

Each line ends with the natural charge from an NBO analysis.
CARTESIAN COORDINATES (ANGSTROEM)
C1 0.846 -0.451 0.103  0.31
C2 1.671 1.340 0.257  0.93
N1 -1.155 -0.358 1.048  -0.38
N2 1.213 -1.587 -0.142  -0.74
N3 -1.992 -0.107 0.260  0.47
O1 2.418 1.193 1.182  -0.62
O2 1.124 2.087 -0.466  -0.60
O3 -3.229 -0.093 0.344  -0.54
O4 -1.524 0.283 -1.151  -0.70
H1 1.178 -2.562 -0.257  0.42
H2 -0.551 0.256 -1.177  0.46

Cartesian forces (eV/Å) of the 3 atoms listed first:
C 0.9202 -3.5348 -0.3794
C 0.1383 0.2863 2.0477
N 1.7149 -0.4561 0.7134

---

Entry 6:
This record from the OMol25 dataset describes C2H2N4 in the gas phase. The level of theory is the ωB97M-V functional and the def2-TZVPD basis.

The highest occupied orbital energy is -10.10 eV. The LUMO energy comes out at -0.4 eV. The charge is 0. Its HOMO-LUMO gap is 9.7154 eV. As for the SMILES: c1cnnnn1.

Each line ends with the natural charge from an NBO analysis.
CARTESIAN COORDINATES (ANGSTROEM)
C1 0.689 0.572 -0.310  -0.01
C2 0.568 -0.755 0.072  -0.01
N1 -0.666 -1.232 0.213  -0.19
N2 -1.691 -0.420 0.245  -0.02
N3 -1.480 0.882 0.356  -0.02
N4 -0.330 1.377 -0.024  -0.19
H1 1.530 1.027 -0.826  0.22
H2 1.379 -1.450 0.274  0.22

Cartesian forces (eV/Å) of the 3 atoms listed first:
C -0.1775 0.0621 0.1123
C -0.2479 0.0115 -0.0454
N 0.2118 0.0126 0.1302

---

Entry 7:
This record from the OMol25 dataset describes C2H2N4O in the gas phase. The level of theory is the ωB97M-V functional and the def2-TZVPD basis.

The highest occupied orbital energy is -9.67 eV. The LUMO energy comes out at -0.5 eV. The charge is 0. Its HOMO-LUMO gap is 9.2006 eV. As for the SMILES: O=c1cn[nH]nn1.

Each line ends with the natural charge from an NBO analysis.
CARTESIAN COORDINATES (ANGSTROEM)
O1 2.415 -0.131 -0.189  -0.47
C1 1.253 -0.070 -0.144  0.56
C2 0.309 1.024 0.027  -0.08
N1 -0.944 1.046 0.049  -0.15
N2 -1.394 -0.232 -0.227  -0.34
N3 -0.628 -1.463 0.023  0.04
N4 0.608 -1.354 0.234  -0.22
H1 0.854 1.896 0.647  0.22
H2 -2.474 -0.716 -0.420  0.45

Cartesian forces (eV/Å) of the 3 atoms listed first:
O 2.9219 1.1929 -1.0011
C -3.3453 -2.5461 2.0343
C 4.6423 3.7189 2.4947

---

Entry 8:
This record from the OMol25 dataset describes a 2-piece molecular cluster, C2H2N4O2 overall. The level of theory is the ωB97M-V functional and the def2-TZVPD basis.

The highest occupied orbital energy is -10.43 eV. The LUMO energy comes out at -1.0 eV. The charge is 0. Its HOMO-LUMO gap is 9.4069 eV.

Each line ends with the natural charge from an NBO analysis.
CARTESIAN COORDINATES (ANGSTROEM)
C1 -0.988 1.081 0.099  -0.03
C2 0.395 0.640 -0.073  0.51
H1 2.362 -0.494 -0.585  0.51
H2 -1.263 2.180 0.429  0.24
N1 0.421 -0.744 -0.036  0.06
N2 -0.457 -1.676 -0.146  0.06
N3 -1.698 -1.120 -0.037  -0.10
N4 -2.027 0.297 0.105  -0.18
O1 1.667 -1.286 0.334  -0.49
O2 1.589 1.123 -0.089  -0.60

Cartesian forces (eV/Å) of the 3 atoms listed first:
C -0.5217 3.1154 0.8317
C 2.8721 -0.2236 0.4773
H -2.3417 -2.1272 3.9361

---

Entry 9:
This record from the OMol25 dataset describes C2H2N4O2 in the gas phase. The level of theory is the ωB97M-V functional and the def2-TZVPD basis.

The highest occupied orbital energy is -9.45 eV. The LUMO energy comes out at -0.5 eV. The charge is 0. Its HOMO-LUMO gap is 8.9526 eV. As for the SMILES: O/N=c1/nconn1.

Each line ends with the natural charge from an NBO analysis.
CARTESIAN COORDINATES (ANGSTROEM)
O1 -2.573 0.382 0.010  -0.55
N1 -1.719 -0.700 0.009  -0.08
C1 -0.499 -0.316 -0.045  0.35
N2 0.459 -1.311 -0.052  -0.46
C2 1.649 -0.919 0.030  0.41
O2 2.083 0.362 0.015  -0.38
N3 1.072 1.401 -0.024  0.21
N4 -0.094 1.043 0.010  -0.17
H1 -3.494 0.024 0.117  0.49
H2 2.492 -1.597 0.164  0.19

Cartesian forces (eV/Å) of the 3 atoms listed first:
O -1.3391 -0.1495 0.2571
N -0.0680 0.8133 -0.2667
C -0.0428 -0.6958 0.4011

---

Entry 10:
This record from the OMol25 dataset describes a 2-piece molecular cluster, C2H2N4O2 overall. The level of theory is the ωB97M-V functional and the def2-TZVPD basis.

The highest occupied orbital energy is -10.74 eV. The LUMO energy comes out at -1.9 eV. The charge is 0. Its HOMO-LUMO gap is 8.8567 eV. As for the SMILES: NC(=O)N=C=O.N#N.

Each line ends with the natural charge from an NBO analysis.
CARTESIAN COORDINATES (ANGSTROEM)
N1 0.577 0.137 2.610  -0.84
C1 0.052 -0.293 1.434  0.78
O1 -1.047 -0.449 1.060  -0.57
N2 1.138 -0.487 0.540  -0.66
C2 0.993 -0.727 -0.628  0.93
O2 0.944 -1.035 -1.765  -0.48
H1 1.629 0.379 2.642  0.43
H2 -0.021 0.285 3.485  0.42
N3 -1.035 0.692 -1.888  -0.02
N4 -1.689 2.134 -2.023  0.01

Cartesian forces (eV/Å) of the 3 atoms listed first:
N 0.7633 0.8335 2.4253
C 2.9753 0.8851 0.3596
O -3.1161 -0.4137 0.2707

---

Entry 11:
This record from the OMol25 dataset describes C2H2N4O3S2 as an isolated structure. The level of theory is the ωB97M-V functional and the def2-TZVPD basis.

The spin multiplicity is 3. The highest occupied orbital energy (alpha / beta) is 0.96 / -0.94 eV. The LUMO energy (alpha / beta) comes out at 5.7 / 5.1 eV. The charge is -2. Its HOMO-LUMO gap (alpha / beta) is 4.7511 / 6.0145 eV.

Each line ends with the natural charge from an NBO analysis.
CARTESIAN COORDINATES (ANGSTROEM)
C1 1.146 -0.432 -0.182  0.14
C2 -0.177 -0.026 -0.663  -0.64
N1 2.804 -0.898 1.067  -0.24
N2 1.458 -0.650 1.050  -0.36
N3 2.261 -0.540 -0.987  -0.38
N4 3.259 -0.802 -0.182  -0.18
O1 -0.942 2.298 -0.144  -1.01
O2 -2.718 0.758 0.118  -0.91
O3 -1.003 0.929 1.802  -0.96
S1 -0.642 0.085 -2.239  -0.23
S2 -1.187 0.973 0.378  2.33
H1 -1.504 -1.528 0.300  -0.06
H2 -2.756 -0.167 -0.318  0.50

Cartesian forces (eV/Å) of the 3 atoms listed first:
C 0.5143 0.3298 -1.8690
C 0.1740 -0.4517 1.3457
N -0.5157 0.3027 -0.5175

---

Entry 12:
This record from the OMol25 dataset describes C2H2N4O4S as an isolated structure. The level of theory is the ωB97M-V functional and the def2-TZVPD basis.

The spin multiplicity is 3. The highest occupied orbital energy (alpha / beta) is -7.27 / -10.32 eV. The LUMO energy (alpha / beta) comes out at -1.1 / -3.6 eV. The charge is 0. Its HOMO-LUMO gap (alpha / beta) is 6.1969 / 6.6874 eV.

Each line ends with the natural charge from an NBO analysis.
CARTESIAN COORDINATES (ANGSTROEM)
C1 -0.645 0.056 -1.954  0.36
C2 0.871 1.638 1.514  0.72
N1 -1.257 0.727 -2.689  -0.32
N2 -0.121 -0.556 -0.944  -0.44
N3 -0.051 0.829 1.578  -0.13
N4 0.483 -1.681 -0.952  0.64
O1 1.798 2.393 1.553  -0.41
O2 0.705 -2.363 -1.891  -0.29
O3 0.902 -2.040 0.262  -0.52
O4 -0.252 -0.390 1.962  -0.28
S1 -1.420 1.921 0.820  -0.06
H1 0.480 -1.701 1.149  0.54
H2 -1.490 1.168 -0.410  0.18

Cartesian forces (eV/Å) of the 3 atoms listed first:
C -1.4359 0.7063 -2.8996
C 5.1362 0.6657 1.2941
N 0.8939 -0.7762 0.7493

---

no.,E (eV)
1,-8612.8931
2,-8607.6992
3,-10669.3166
4,-32342.1246
5,-14762.3307
6,-8063.3806
7,-10109.4587
8,-12154.2118
9,-12157.0843
10,-12155.5507
11,-35874.2952
12,-27079.9933